Entry 1:
DFT (ωB97M-V with the def2-TZVPD basis set) results for C19H16ClN2O5STl as an isolated structure.

Calculated total energy   -2250.2550 Ha
Kohn-Sham gap   9.4770 eV
Energy above the lowest of the compared OMol25 structures with the same formula, charge and spin   1.65 kcal per mole
Lowest unoccupied orbital energy   0.1 eV

Geometry as ORCA input:
```
! RIJCOSX wB97M-V def2-TZVPD def2/J DEFGRID3
* xyz 0 1
Tl 0.17 0.76 -0.64
O -2.25 -2.84 4.04
C -2.55 -1.59 4.28
O -3.03 -1.22 5.33
C -2.30 -0.59 3.18
C -2.72 0.72 3.22
Cl -3.69 1.50 4.37
N -2.31 1.34 2.09
N -1.62 0.48 1.31
C -1.60 -0.68 1.94
C -0.82 -1.81 1.27
O -0.95 -2.95 1.74
O -0.11 -1.49 0.28
C -2.42 2.71 1.68
C -2.25 3.74 2.59
C -2.28 5.05 2.14
C -2.47 5.34 0.80
C -2.65 4.30 -0.10
C -2.63 2.98 0.34
H -1.78 -2.97 3.15
H -2.09 3.52 3.64
H -2.14 5.86 2.85
H -2.49 6.36 0.46
H -2.82 4.51 -1.15
H -2.82 2.16 -0.35
C 5.72 -1.24 -1.25
C 4.29 -1.49 -1.65
C 3.63 -0.64 -2.53
C 2.30 -0.86 -2.88
C 1.62 -1.94 -2.33
C 2.26 -2.81 -1.46
C 3.59 -2.58 -1.13
S -0.13 -2.14 -2.65
C 0.01 -2.53 -4.39
O -0.75 -0.76 -2.61
H 6.16 -0.44 -1.85
H 6.32 -2.14 -1.37
H 5.78 -0.94 -0.20
H 4.15 0.21 -2.95
H 1.79 -0.19 -3.57
H 1.72 -3.64 -1.03
H 4.09 -3.25 -0.44
H 0.54 -1.71 -4.88
H -1.01 -2.62 -4.77
H 0.54 -3.48 -4.51
*
```

Entry 2:
DFT (ωB97M-V with the def2-TZVPD basis set) results for one molecule with the formula C4H4N2O.

Calculated total energy   -339.4769 Ha
SMILES   [H]/N=C/N=C=CC=O
Kohn-Sham gap   9.3051 eV
Energy above the lowest of the compared OMol25 structures with the same formula, charge and spin   65.73 kcal per mole
Lowest unoccupied orbital energy   0.1 eV

Geometry as ORCA input:
```
! RIJCOSX wB97M-V def2-TZVPD def2/J DEFGRID3
* xyz 0 1
O 1.50 -0.86 -2.09
C 0.34 -0.56 -2.26
C -0.74 -0.33 -1.28
C -0.75 0.20 -0.08
N -0.85 0.77 0.98
C -0.03 0.55 2.10
N 1.09 0.01 1.88
H -0.10 -0.47 -3.27
H -1.76 -0.33 -1.66
H -0.40 1.02 3.01
H 1.70 0.00 2.69
*
```

Entry 3:
DFT (ωB97M-V with the def2-TZVPD basis set) results for a 2-piece molecular cluster, C5H14NO overall at a distorted geometry.

Calculated total energy   -328.6167 Ha
Kohn-Sham gap   10.0341 eV
Energy above the lowest of the compared OMol25 structures with the same formula, charge and spin   43.62 kcal per mole
Lowest unoccupied orbital energy   -5.0 eV

Geometry as ORCA input:
```
! RIJCOSX wB97M-V def2-TZVPD def2/J DEFGRID3
* xyz 1 1
C -0.14 -1.98 1.89
C -0.92 -1.99 0.58
C -0.95 -0.60 -0.06
C 0.51 -0.22 -0.43
C 0.77 1.58 -2.05
N 0.42 0.37 -1.82
H -0.22 -2.97 2.38
H -0.53 -1.27 2.62
H 0.94 -1.80 1.82
H -1.94 -2.29 0.82
H -0.54 -2.79 -0.07
H -1.34 0.15 0.62
H -1.51 -0.53 -0.99
H 1.14 -1.11 -0.46
H 1.01 0.50 0.21
H 0.42 2.08 -2.94
H 1.49 2.06 -1.39
H 0.22 -0.31 -2.55
H 1.02 2.28 1.77
H -0.17 3.18 1.69
O 0.23 2.43 1.24
*
```

Entry 4:
DFT (ωB97M-V with the def2-TZVPD basis set) results for C20H41N4O8P2PdSSe2 as an isolated structure.

Calculated total energy   -7619.5365 Ha
Kohn-Sham gap (spin up / spin down)   5.9793 / 6.4481 eV
Energy above the lowest of the compared OMol25 structures with the same formula, charge and spin   0.00 kcal per mole
Lowest unoccupied orbital energy (spin up / spin down)   2.2 / 2.2 eV

Geometry as ORCA input:
```
! RIJCOSX wB97M-V def2-TZVPD def2/J DEFGRID3
* xyz -1 3
Pd 2.08 -0.25 0.06
C -4.44 -2.90 -0.09
N -3.26 -3.21 -0.88
C -3.17 -4.63 -1.20
P -1.80 -2.51 -0.40
O -0.72 -2.94 -1.29
O -2.21 -0.96 -0.47
P -1.48 0.21 -1.34
O -0.11 0.48 -0.87
N -1.60 -0.23 -2.92
C -0.39 -0.66 -3.62
C -2.81 -0.89 -3.40
N -2.50 1.48 -1.09
C -2.68 1.88 0.30
C -3.47 2.00 -2.02
N -1.55 -2.77 1.20
C -0.39 -3.54 1.63
C -2.14 -1.96 2.26
H -5.33 -3.21 -0.63
H -4.50 -1.82 0.08
H -4.43 -3.41 0.89
H -4.04 -4.92 -1.80
H -3.16 -5.26 -0.30
H -2.27 -4.81 -1.77
H 0.50 -0.30 -3.11
H -0.41 -0.26 -4.64
H -0.34 -1.75 -3.66
H -3.67 -0.63 -2.79
H -2.70 -1.98 -3.36
H -3.01 -0.59 -4.43
H -1.86 1.51 0.91
H -3.63 1.51 0.71
H -2.68 2.97 0.36
H -3.15 1.80 -3.04
H -3.53 3.09 -1.90
H -4.47 1.59 -1.88
H 0.09 -4.01 0.77
H -0.70 -4.31 2.35
H 0.36 -2.89 2.10
H -3.00 -1.41 1.89
H -1.40 -1.24 2.64
H -2.46 -2.60 3.08
O 3.92 0.29 5.74
C 4.36 -0.54 4.68
C 3.66 -0.27 3.33
C 3.92 1.19 2.93
O 3.21 2.13 3.75
C 2.17 -0.56 3.52
Se 0.96 0.26 2.19
C 4.36 -1.17 2.27
Se 3.26 -2.25 1.06
H 3.66 1.14 5.35
H 4.19 -1.58 4.97
H 5.45 -0.41 4.53
H 3.67 1.33 1.88
H 4.98 1.41 3.05
H 2.28 2.06 3.46
H 1.85 -0.18 4.49
H 2.02 -1.64 3.51
H 5.02 -1.88 2.77
H 4.99 -0.55 1.63
C -0.77 5.13 -1.69
C 0.35 4.14 -1.81
C 1.29 4.00 -0.78
C 2.29 3.05 -0.86
C 2.37 2.21 -1.96
C 1.46 2.36 -3.00
C 0.46 3.32 -2.92
S 3.54 0.86 -2.02
O 4.54 1.17 -3.00
O 4.04 0.76 -0.63
O 2.69 -0.30 -2.31
H -0.42 6.09 -1.30
H -1.54 4.77 -1.00
H -1.25 5.31 -2.65
H 1.21 4.63 0.10
H 2.99 2.91 -0.04
H 1.52 1.69 -3.85
H -0.25 3.41 -3.73
*
```